Below is 7 unconnected molecules or ions with the total composition C31H34F30N8O20S10, with properties calculated with the ωB97M-V functional and the def2-TZVPD basis.

Properties
Frontier orbital gap ... 1.34 eV
HOMO level ... -0.17856 Eh

The geometry in ORCA input format:
```
! RIJCOSX wB97M-V def2-TZVPD def2/J DEFGRID3
* xyz -2 1
C -2.04 -0.46 5.47
C -1.67 -0.97 4.07
C -0.81 0.11 3.44
N -0.73 0.18 1.90
C 0.43 1.13 1.48
C 0.59 1.22 -0.09
C -0.66 1.98 -0.60
C -1.97 1.26 -0.17
C -2.04 0.83 1.34
C -0.48 -1.16 1.25
H -2.21 -1.37 6.05
H -2.83 0.29 5.38
H -1.25 0.12 5.94
H -2.62 -1.06 3.54
H -1.15 -1.92 4.02
H 0.25 -0.03 3.64
H -0.91 1.11 3.87
H 0.35 2.07 2.01
H 1.30 0.56 1.82
H 1.44 1.89 -0.26
H 0.86 0.29 -0.58
H -0.74 2.98 -0.18
H -0.57 1.97 -1.69
H -2.73 2.04 -0.29
H -2.33 0.38 -0.69
H -2.13 1.78 1.86
H -2.82 0.06 1.37
H 0.24 -1.70 1.87
H -0.20 -1.20 0.20
H -1.41 -1.73 1.25
C 7.58 -0.40 0.42
N 7.01 -0.48 -0.95
C 6.83 -1.74 -1.44
C 6.35 -1.88 -2.74
C 5.98 -0.78 -3.53
C 6.22 0.49 -3.00
C 6.72 0.63 -1.70
C 5.54 -0.93 -4.98
C 4.44 -0.23 -5.40
C 3.98 -0.26 -6.70
N 4.51 -1.12 -7.57
C 5.64 -1.85 -7.23
C 6.16 -1.77 -5.91
C 4.03 -1.30 -8.98
H 7.10 0.39 0.99
H 8.64 -0.25 0.25
H 7.41 -1.36 0.91
H 6.97 -2.65 -0.87
H 6.35 -2.87 -3.17
H 6.12 1.30 -3.70
H 6.88 1.61 -1.28
H 4.02 0.58 -4.82
H 3.12 0.22 -7.16
H 6.13 -2.35 -8.05
H 7.06 -2.35 -5.74
H 2.95 -1.35 -9.03
H 4.48 -2.13 -9.52
H 4.35 -0.38 -9.46
C -11.80 4.76 -4.02
F -12.07 5.21 -5.19
F -11.69 5.78 -3.09
F -12.72 3.94 -3.78
S -10.05 3.82 -4.00
O -10.23 2.70 -4.94
O -9.12 4.85 -4.42
N -9.97 3.26 -2.34
S -8.72 3.89 -1.80
O -7.51 3.69 -2.65
O -8.90 5.22 -1.24
C -8.37 2.78 -0.26
F -7.54 3.46 0.54
F -9.40 2.55 0.50
F -7.72 1.67 -0.60
C 5.56 -2.24 7.28
F 6.66 -1.59 7.44
F 5.66 -3.17 6.28
F 5.19 -2.80 8.48
S 4.11 -1.10 6.73
O 4.35 -0.85 5.31
O 2.87 -1.85 6.89
N 4.17 0.20 7.94
S 4.67 1.34 7.04
O 6.16 1.27 6.79
O 3.82 1.74 5.93
C 4.40 2.78 8.34
F 4.99 3.93 7.93
F 3.14 3.16 8.43
F 4.88 2.52 9.56
C -3.62 1.71 -7.11
F -3.13 2.67 -7.90
F -3.00 1.90 -5.94
F -4.97 1.80 -7.08
S -3.16 0.03 -7.99
O -3.93 -0.02 -9.25
O -1.76 0.05 -8.32
N -3.72 -1.17 -6.73
S -2.39 -1.75 -6.40
O -1.72 -2.56 -7.43
O -1.48 -0.82 -5.73
C -2.86 -3.01 -5.04
F -3.15 -2.38 -3.87
F -3.86 -3.78 -5.42
F -1.73 -3.78 -4.82
C 2.61 -13.98 2.94
F 3.29 -14.15 4.02
F 3.30 -13.30 1.98
F 2.36 -15.18 2.51
S 0.97 -13.08 3.31
O 0.20 -13.28 2.08
O 0.35 -13.66 4.53
N 1.52 -11.43 3.62
S 0.86 -10.65 2.53
O 1.36 -10.95 1.17
O -0.60 -10.58 2.63
C 1.44 -8.79 2.88
F 0.96 -8.05 1.88
F 0.94 -8.46 4.00
F 2.80 -8.80 2.74
C 0.18 8.29 2.91
F 0.90 7.44 2.21
F 0.43 8.15 4.18
F 0.57 9.44 2.48
S -1.67 8.09 2.42
O -1.67 8.02 0.99
O -2.14 6.84 3.06
N -2.25 9.48 3.08
S -3.77 9.16 3.19
O -4.47 8.99 1.94
O -4.10 8.26 4.31
C -4.48 10.94 3.76
F -5.82 10.85 3.95
F -3.98 11.24 4.94
F -4.16 11.87 2.88
*
```

Löwdin population analysis, charges in e, atoms 1 to 99: -0.081, -0.222, -0.134, -0.242, -0.081, -0.165, -0.157, -0.141, -0.066, 0.014, 0.085, 0.089, 0.079, 0.109, 0.116, 0.131, 0.139, 0.146, 0.121, 0.105, 0.095, 0.125, 0.114, 0.126, 0.112, 0.139, 0.128, 0.113, 0.095, 0.109, 0.052, -0.070, 0.040, 0.052, -0.109, 0.046, 0.057, -0.125, 0.045, 0.048, -0.069, 0.053, 0.062, 0.053, 0.121, 0.118, 0.110, 0.156, 0.135, 0.138, 0.155, 0.144, 0.169, 0.142, 0.132, 0.123, 0.108, 0.114, -0.723, 0.181, 0.085, 0.196, 0.710, -0.343, -0.324, -0.308, 0.515, -0.356, -0.310, -0.693, 0.105, 0.141, 0.124, -0.626, 0.171, 0.104, 0.091, 0.679, -0.346, -0.327, -0.282, 0.550, -0.372, -0.339, -0.645, 0.091, 0.132, 0.118, -0.605, 0.117, 0.135, 0.128, 0.729, -0.324, -0.344, -0.267, 0.466, -0.356, -0.375